1.
The following is a quantum chemistry calculation of C31H71Br12NO17P4 as an isolated structure, from the Open Molecules 2025 dataset.

Summary:
* relative energy (zero: lowest compared OMol25 entry of this formula, charge and spin): 563.8 kJ/mol
* LUMO level: -1.0 eV
* E: -34811.29939 Eh
* orbital gap: 8.1246 eV
* E_HOMO: -9.1 eV
* total charge: 0

Geometry as XYZ:
```
136
Properties=species:S:1:pos:R:3:forces:R:3
C -3.568553 -3.012940 6.173301 -4.76 -0.58 0.35
O -4.731373 -3.417010 5.862111 3.31 0.41 0.11
N -3.260283 -2.849440 7.484281 2.04 0.83 0.27
C -2.337493 -1.767440 7.895181 -0.78 -0.79 0.76
C -3.952943 -3.435010 8.633291 -0.32 -1.75 -1.82
H -2.859323 -2.664460 5.406651 0.13 -0.08 0.43
H -1.844963 -2.101960 8.808201 0.29 -0.01 -0.08
H -3.024993 -0.985980 8.218861 0.49 0.71 -0.21
H -1.573533 -1.447710 7.186501 -0.45 -0.11 -0.26
H -4.454293 -4.315720 8.231921 -0.56 0.18 -0.16
H -3.228023 -3.950230 9.263491 0.19 0.86 0.53
H -4.716233 -2.835890 9.129821 0.42 0.33 0.06
C 7.834697 -2.758870 4.101721 -1.01 0.18 -0.15
Br 5.881327 -3.393990 4.424121 2.03 0.78 -0.22
Br 8.679217 -1.956080 5.731331 -0.91 -0.41 -1.56
Br 7.869377 -1.664630 2.369211 0.08 -0.91 1.94
H 8.395997 -3.673540 3.910891 -0.22 0.33 -0.08
C 8.424437 1.786630 -3.452069 -0.19 -1.46 1.05
Br 7.200557 1.928250 -1.846469 0.44 -0.01 -1.47
Br 8.076487 0.185030 -4.570099 -0.33 0.99 0.48
Br 10.183117 1.470680 -2.677109 -0.14 0.63 -0.42
H 8.332717 2.673190 -4.079539 0.18 -0.18 0.37
C 1.985487 0.720550 -6.149549 -0.90 -0.60 -0.97
Br 1.059227 2.129700 -7.223209 0.96 -0.56 0.80
Br 2.847687 -0.547060 -7.429419 -0.50 0.67 0.94
Br 0.590047 -0.123620 -5.056759 0.77 0.11 -0.34
H 2.769077 1.055740 -5.470029 -0.32 0.37 -0.40
C 6.536907 -6.548070 0.679101 0.64 -0.76 -0.36
Br 4.973467 -7.566760 0.042511 0.96 0.71 0.33
Br 7.789817 -6.084920 -0.881369 -1.15 -0.55 1.67
Br 7.427747 -7.579510 2.186371 -0.54 0.95 -1.40
H 6.211797 -5.602360 1.112731 0.07 -0.29 -0.21
C 3.732927 -7.071720 -10.644319 1.71 -1.43 0.06
C 3.033867 -7.149850 -9.306069 -0.94 1.80 -1.15
O 3.578707 -6.334410 -8.277749 2.38 -1.19 1.48
P 4.818367 -6.868570 -7.346729 0.72 0.46 -1.38
O 5.012897 -6.083710 -6.153759 -0.06 0.99 0.94
O 6.155817 -6.869370 -8.319809 -2.62 0.34 1.12
C 7.451157 -7.081630 -7.782729 1.32 -0.53 -0.60
C 7.595217 -8.425600 -7.191879 -0.81 -1.80 -0.53
O 4.540067 -8.400260 -6.990999 1.60 0.14 -1.43
C 3.406597 -8.759110 -6.276839 -2.04 -0.82 0.08
C 2.991997 -10.160880 -6.615789 0.85 -0.93 -0.54
H 4.049147 -6.147000 -11.127009 -1.37 0.53 0.23
H 4.739877 -7.486530 -10.598759 0.12 -0.68 0.44
H 3.180357 -7.786480 -11.254149 -0.04 0.49 -0.62
H 2.096917 -6.617600 -9.470179 -0.48 -0.54 0.12
H 2.834407 -8.183010 -9.021629 0.25 0.05 0.21
H 8.071407 -7.022980 -8.677129 0.14 0.05 0.01
H 7.949507 -6.454240 -7.043729 -1.21 1.33 -0.05
H 6.909917 -8.624820 -6.367999 0.72 0.53 0.76
H 7.174337 -9.165050 -7.873179 0.48 -0.21 -0.55
H 8.657657 -8.618840 -7.043669 -0.20 -0.25 0.51
H 3.538797 -8.866920 -5.200269 0.31 1.35 0.13
H 2.611227 -8.102040 -6.628619 -0.28 0.31 0.92
H 2.122137 -10.480090 -6.041719 -0.13 0.18 -0.23
H 2.890237 -10.326070 -7.688379 -0.44 0.07 -0.02
H 3.813277 -10.814180 -6.321179 0.04 -0.21 0.09
C -11.928853 0.682710 -2.793669 -0.15 0.29 0.54
C -11.822463 -0.064540 -1.486959 -1.23 -0.82 -0.71
O -10.676843 0.293410 -0.768559 2.50 -1.22 1.63
P -9.421173 -0.741540 -0.383929 2.02 1.19 -0.91
O -8.263343 -0.696470 -1.430299 -3.94 -0.53 3.52
O -8.975313 -0.235310 1.180851 -0.75 -0.91 -3.44
C -7.577693 -0.211860 1.558271 0.06 0.88 0.04
C -7.502273 0.900860 2.553031 0.41 -0.51 1.49
O -10.149183 -2.173050 -0.081729 1.01 1.70 -0.16
C -10.692583 -2.464260 1.233481 -0.09 -0.94 0.14
C -11.506953 -3.739140 1.023301 -1.60 1.01 -0.16
H -10.981343 0.575030 -3.321619 -0.31 -0.13 -0.39
H -12.804333 0.245690 -3.273929 0.27 0.02 -0.61
H -12.140313 1.744290 -2.665469 0.14 0.04 0.14
H -12.729143 0.043580 -0.891689 0.11 0.67 0.44
H -11.915713 -1.120410 -1.740999 0.85 -0.35 0.12
H -7.315103 -1.146780 2.053311 -0.04 -0.13 -0.24
H -6.851553 0.023840 0.780281 -0.58 -0.49 -0.68
H -8.103273 0.551390 3.392531 -0.40 0.64 0.14
H -6.499593 0.918520 2.980131 0.25 0.23 -0.18
H -7.779263 1.898850 2.213321 -0.12 -0.29 -0.16
H -9.913433 -2.568480 1.988571 0.45 -0.33 -0.42
H -11.277763 -1.651060 1.662871 -0.41 0.15 -0.61
H -12.345213 -3.495900 0.370411 0.36 0.28 -1.03
H -11.009733 -4.602280 0.580741 0.21 0.16 0.54
H -12.207673 -3.932930 1.835421 0.98 -0.60 0.94
C -0.315283 13.748830 3.794771 -0.79 -0.37 -0.72
C -0.487013 12.293830 3.414661 1.47 -0.07 0.46
O 0.842987 11.707390 3.451531 0.29 -0.52 -0.34
P 1.120187 10.186340 3.028071 1.32 0.37 1.72
O 1.250617 9.936280 1.593511 -0.49 -0.32 0.50
O 2.556197 9.917760 3.841941 -2.54 -0.35 -2.64
C 2.515147 10.015100 5.226061 1.32 0.39 1.77
C 3.880547 9.557730 5.814561 0.26 0.18 -0.47
O -0.007503 9.404350 3.918711 1.10 1.13 -0.75
C -1.190883 8.826340 3.329751 0.92 0.26 -0.03
C -2.284283 8.745760 4.320841 -1.21 -0.42 1.32
H -1.321503 14.151560 3.678861 -0.09 0.38 0.58
H 0.059987 13.792640 4.817201 -0.04 0.39 -0.18
H 0.277547 14.309740 3.072261 0.36 -0.22 0.23
H -1.019833 11.794620 4.223961 -0.58 -0.12 -0.42
H -0.890353 12.157530 2.411241 -0.31 -0.06 0.16
H 2.302617 11.059220 5.455671 0.13 0.10 0.42
H 1.715397 9.415410 5.660651 0.00 -0.15 -0.05
H 4.056787 9.889240 6.837861 -0.64 -0.46 0.27
H 4.052527 8.492290 5.661661 -0.50 -0.21 0.53
H 4.791967 9.938850 5.353941 -0.42 0.71 -0.76
H -1.629213 9.420710 2.528081 0.75 0.08 -0.47
H -0.786443 7.876150 2.980941 -0.95 -0.23 -0.29
H -3.138233 8.365100 3.760511 -0.14 -0.50 0.32
H -2.101373 8.197500 5.244981 0.27 -0.82 -0.43
H -2.683093 9.647110 4.786271 0.50 0.84 -0.74
C 3.842087 -1.349330 -1.296099 -0.43 0.40 2.26
C 3.211337 -1.490950 0.147531 -0.40 -1.96 -1.58
O 1.888257 -0.992180 -0.015749 -1.73 2.65 2.70
P 1.218387 -0.129520 1.257151 0.75 -0.46 -2.20
O 0.909417 -0.890880 2.482601 0.55 0.76 -0.53
O 2.189917 1.168200 1.374281 -0.47 -2.46 -1.35
C 2.480357 1.697240 2.648151 0.07 1.19 -1.31
C 2.945657 3.151570 2.324561 -0.06 -1.23 1.10
O -0.028933 0.481160 0.480721 -0.13 0.53 0.09
C -0.806723 1.592590 0.979071 -0.62 1.49 0.30
C -0.929043 2.834540 -0.034569 0.08 -1.37 0.42
H 3.675057 -0.308780 -1.574429 0.51 0.15 0.06
H 4.896297 -1.595890 -1.169809 0.01 -0.03 -0.74
H 3.283697 -1.908220 -2.047049 0.30 -0.47 0.33
H 3.001087 -2.520190 0.438311 0.50 -0.58 -0.53
H 3.794127 -1.209780 1.024691 0.05 1.33 -0.30
H 1.500717 1.627690 3.120991 0.56 0.47 1.16
H 3.274137 1.106120 3.104871 -0.26 0.07 0.44
H 2.648607 3.643690 3.250671 0.34 1.03 -0.42
H 4.018127 3.204080 2.137121 0.09 -0.12 0.50
H 2.531477 3.539720 1.394021 -0.71 -0.01 0.45
H -1.734803 1.197070 1.391761 -0.76 -0.29 -1.43
H -0.564793 1.981410 1.968201 1.71 0.13 -0.01
H -1.260083 2.471580 -1.007599 0.07 0.01 0.01
H -1.613393 3.628310 0.264921 -0.51 -0.54 0.52
H -0.022303 3.423590 -0.172199 0.50 -0.68 0.09
```
Positions in Å, forces in eV/Å.


2.
The following is a quantum chemistry calculation of a 2-piece molecular cluster, C21H37F3N3O7 overall, from the Open Molecules 2025 dataset.

Summary:
* LUMO level: 1.7 eV
* E: -1812.83078 Eh
* orbital gap: 5.9797 eV
* E_HOMO: -4.2 eV
* total charge: -1

Geometry as XYZ:
```
71
Properties=species:S:1:pos:R:3:forces:R:3
C -3.870959 -0.208237 1.746039 -0.21 0.19 0.04
O -3.405407 -0.637091 0.492353 0.15 -0.27 0.13
C -2.141830 -0.064174 0.157144 -0.23 0.41 0.01
C -2.366753 1.263279 -0.593515 0.25 0.17 0.02
C -1.459106 2.433000 -0.171732 -0.12 0.29 -0.17
N -2.221082 3.614375 0.293843 0.03 -0.15 0.11
C -1.346316 -1.077142 -0.687161 -0.39 0.66 -0.40
C 0.021412 -0.542649 -1.145636 0.09 -0.64 0.12
C 1.204024 -0.796350 -0.215312 -0.07 0.25 0.22
C 1.363002 0.171596 0.966636 0.32 0.02 0.06
C 2.051551 1.454194 0.483387 -0.15 -0.21 0.14
C 2.167875 -0.468374 2.107652 0.19 0.40 0.13
C 1.920536 0.220068 3.462770 -0.33 0.09 0.08
C 0.572576 -0.165857 4.019083 0.08 -0.02 0.24
C 0.291427 -1.283778 4.694766 -0.04 0.11 0.08
C -1.136837 -1.731298 4.877182 -0.03 0.24 0.26
C 1.346124 -2.155353 5.331249 -0.06 0.29 -0.26
N -2.170342 -1.259818 -1.901599 0.26 -0.49 0.40
C -2.247578 -2.350211 -2.424426 0.02 0.05 -0.35
O -2.366785 -3.349745 -3.011691 -0.12 0.06 0.09
O -1.243341 -2.368686 -0.089553 0.07 0.04 0.16
C -1.178564 -2.426219 1.304095 -0.04 -0.14 -0.28
O -0.837960 -3.740835 1.701753 0.06 -0.06 0.37
N 0.573589 -3.969698 1.573783 0.01 0.57 0.01
O 1.000925 -4.401089 2.563555 -0.07 -0.44 -0.08
H -3.343274 -0.698994 2.575261 0.07 0.06 -0.02
H -3.773813 0.878619 1.869454 0.03 -0.01 -0.01
H -4.930295 -0.453929 1.822231 0.03 -0.08 -0.06
H -1.607128 0.188452 1.081759 0.07 -0.32 0.01
H -2.267222 1.110865 -1.666599 -0.11 -0.14 0.01
H -3.407809 1.547077 -0.419520 0.00 -0.07 0.00
H -0.751908 2.135911 0.606529 -0.03 -0.13 -0.04
H -0.863658 2.739638 -1.034603 0.08 -0.03 0.07
H -1.893239 3.911795 1.202630 -0.01 0.08 -0.02
H -3.203052 3.393480 0.393544 0.00 -0.01 0.01
H -0.043946 0.506571 -1.427020 -0.02 -0.03 -0.10
H 0.250780 -1.062459 -2.074632 -0.03 0.20 -0.09
H 1.187658 -1.824901 0.152595 -0.06 -0.03 -0.13
H 2.097874 -0.704437 -0.838769 -0.02 -0.07 -0.02
H 0.387283 0.448112 1.384288 -0.05 -0.12 -0.10
H 1.457180 1.940409 -0.289904 0.15 0.07 -0.04
H 2.231426 2.161513 1.296882 -0.09 0.05 -0.02
H 3.021329 1.185134 0.058829 -0.03 0.09 -0.10
H 1.930892 -1.531261 2.200582 0.07 -0.02 0.01
H 3.234712 -0.373657 1.876847 -0.02 -0.20 -0.11
H 2.726542 -0.018042 4.160540 -0.02 0.00 -0.01
H 1.929417 1.301005 3.301286 0.17 0.00 0.10
H -0.247673 0.526688 3.838557 -0.10 -0.22 -0.41
H -1.289295 -2.245572 5.829014 0.03 -0.04 -0.03
H -1.825603 -0.882958 4.850260 0.02 -0.02 -0.12
H -1.416684 -2.421742 4.076773 0.01 -0.07 0.09
H 1.012319 -2.397482 6.342424 0.03 -0.20 -0.04
H 2.278749 -1.599772 5.425630 0.08 -0.18 -0.08
H 1.528726 -3.079373 4.779390 -0.02 -0.06 0.09
H -2.161857 -2.273063 1.749398 0.01 0.03 -0.01
H -0.457175 -1.716375 1.723258 0.00 0.01 -0.05
C 0.991400 1.711134 -7.055622 -0.10 0.03 0.09
C 1.657361 0.496050 -6.416150 0.05 -0.39 -0.20
O 2.642799 0.776025 -5.453264 0.02 0.65 -0.07
C 2.184080 1.052558 -4.084877 -0.10 -0.43 0.25
O 1.298196 0.235138 -3.608135 0.02 0.07 0.02
C 1.703396 2.529728 -3.945698 0.18 0.12 -0.24
F 2.427680 3.425310 -4.669930 -0.04 0.00 0.05
F 1.840358 2.921861 -2.649341 -0.02 0.00 0.05
F 0.412633 2.750894 -4.256531 -0.03 -0.01 0.06
H 1.730609 2.486290 -7.264235 0.02 -0.02 -0.05
H 0.512175 1.416921 -7.994102 0.05 -0.02 -0.02
H 0.221273 2.138505 -6.417765 0.03 0.02 0.01
H 2.189953 -0.044342 -7.207061 0.00 -0.03 0.03
H 0.909647 -0.192994 -6.009172 -0.03 0.11 0.11
H 3.175362 1.091938 -3.566703 0.01 -0.06 -0.03
```
Positions in Å, forces in eV/Å.


Max |F|: 5.3; 0.9 (eV/Å)